Entry 1:
Formula: C3H6O2
Source: OMol25
Level of theory: the ωB97M-V functional and the def2-TZVPD basis

The geometry in XYZ format:
```
11
Properties=species:S:1:pos:R:3:nbo_charge:R:1
O 0.094 1.350 -0.464 -0.502
O 0.033 -1.071 -1.530 -0.714
C -0.524 -1.049 -0.242 -0.085
C -0.435 0.339 0.391 0.025
C 0.860 0.953 0.671 -0.111
H -1.301 0.667 0.965 0.189
H 0.107 -0.147 -1.813 0.484
H 0.947 1.710 1.449 0.187
H 0.027 -1.768 0.378 0.174
H 1.766 0.388 0.455 0.188
H -1.575 -1.371 -0.260 0.164
```

Its SMILES is OC[C@H]1CO1. The total charge is 0. The calculation puts the LUMO energy at 1.1 eV.

***

Entry 2:
Formula: C4H9NO
Source: OMol25
Level of theory: the ωB97M-V functional and the def2-TZVPD basis

The geometry in XYZ format:
```
15
Properties=species:S:1:pos:R:3:nbo_charge:R:1
O -0.979 -1.697 0.180 -0.610
N 0.619 0.003 -0.115 -0.444
C -1.222 0.930 1.323 -0.645
C 0.121 -1.239 -0.234 0.534
C 1.483 0.408 -1.288 -0.422
C -0.063 1.172 0.318 -0.215
H 1.027 0.714 -2.197 0.200
H 2.199 -0.399 -1.500 0.215
H -1.593 1.781 1.874 0.223
H -0.997 -0.064 1.774 0.249
H -2.140 0.624 0.697 0.215
H 0.726 1.770 0.821 0.188
H -0.372 1.933 -0.461 0.191
H 2.159 1.294 -1.090 0.211
H 0.577 -1.722 -1.271 0.109
```

Its SMILES is CCN(C)C=O. The total charge is 0. The calculation puts the LUMO energy at 0.8 eV.

***

Entry 3:
Formula: C6H12O
Source: OMol25
Level of theory: the ωB97M-V functional and the def2-TZVPD basis

The geometry in XYZ format:
```
19
Properties=species:S:1:pos:R:3:nbo_charge:R:1
O 0.418 -0.610 0.705 -0.535
C 0.482 1.464 -0.726 -0.258
C 0.588 0.763 0.611 0.090
C -1.314 -2.052 1.546 -0.622
C 0.272 0.629 -1.982 -0.614
C -0.960 -0.976 0.547 -0.060
C 1.811 1.345 -0.035 -0.435
H 2.282 2.192 0.460 0.218
H -1.552 -0.077 0.725 0.171
H 0.741 1.144 -2.823 0.211
H 2.527 0.650 -0.465 0.224
H -0.758 -2.976 1.360 0.213
H -0.059 2.408 -0.739 0.212
H -2.381 -2.250 1.411 0.207
H -1.144 -1.676 2.561 0.211
H 0.179 1.323 1.461 0.173
H 0.709 -0.370 -1.879 0.217
H -0.787 0.491 -2.247 0.207
H -1.118 -1.356 -0.476 0.171
```

Its SMILES is CCO[C@H]1C[C@H]1C. The total charge is 0. The calculation puts the LUMO energy at 1.1 eV.

***

Entry 4:
Formula: C9H13N2
Source: OMol25
Level of theory: the ωB97M-V functional and the def2-TZVPD basis

The geometry in XYZ format:
```
24
Properties=species:S:1:pos:R:3:nbo_charge:R:1
N -0.058 0.411 -1.200 -0.535
N 1.585 -0.776 -0.087 -0.542
C -1.335 0.157 -0.565 0.156
C 2.406 0.634 -1.707 -0.697
C -1.844 0.672 0.547 -0.215
C -2.144 -0.768 -1.369 -0.627
C -0.317 0.632 2.404 -0.219
C -1.332 1.302 1.736 -0.189
C 0.932 -1.230 1.104 -0.053
C 0.267 -0.689 2.120 -0.204
C 1.222 0.110 -0.977 0.564
H -3.110 -0.958 -0.922 0.246
H 2.671 -0.972 0.015 0.443
H 3.212 -0.001 -2.074 0.277
H -2.931 0.527 0.458 0.237
H -2.080 -0.392 -2.374 0.215
H -1.518 -1.653 -1.460 0.228
H -1.867 2.228 2.205 0.261
H -0.157 0.955 3.466 0.240
H 1.257 -2.305 1.262 0.224
H -0.136 0.916 -2.054 0.418
H 0.268 -1.303 3.023 0.249
H 2.198 1.177 -2.628 0.256
H 2.809 1.327 -0.923 0.267
```

Its SMILES is Cc1ccccc[nH]c(C)[nH+]1. The total charge is +1. The calculation puts the LUMO energy at -3.3 eV.

***

Entry 5:
Formula: C5H9IS4
Source: OMol25
Level of theory: the ωB97M-V functional and the def2-TZVPD basis

The geometry in XYZ format:
```
19
Properties=species:S:1:pos:R:3:nbo_charge:R:1
I 2.297 -1.181 2.505 0.199
S 2.412 1.783 0.944 -0.203
S -0.771 0.581 1.915 0.016
S 2.239 -1.210 -0.806 0.116
S -0.753 -2.097 0.469 -0.029
C 0.009 0.377 -2.027 -0.383
C 1.448 -0.434 0.562 -0.275
C -2.047 0.547 -0.769 -0.631
C -0.002 -0.309 0.470 -0.406
C -0.531 0.232 -0.841 -0.040
H -2.613 -0.432 -0.654 0.223
H 1.345 2.535 1.271 0.134
H 3.054 -1.999 -0.215 0.133
H 0.064 0.238 2.827 0.133
H -2.291 1.116 -1.635 0.227
H -2.222 1.060 0.242 0.214
H -1.952 -1.657 1.080 0.154
H 0.960 0.109 -2.450 0.215
H -0.645 0.739 -2.888 0.203
```

The total charge is 0. The calculation puts the LUMO energy at -1.1 eV.

***

Entry 6:
Formula: C23H60N5O10
Source: OMol25
Level of theory: the ωB97M-V functional and the def2-TZVPD basis

The geometry in XYZ format:
```
98
Properties=species:S:1:pos:R:3:mulliken_charge:R:1
O -5.145 2.897 -4.490 -0.396
O -1.913 -2.426 4.978 -0.246
O 1.582 -1.108 0.655 -0.857
O -1.727 -2.110 -0.171 -0.237
O 4.770 -0.414 -1.022 -0.565
O -0.382 -1.030 1.384 0.010
O 0.768 0.745 1.132 -0.582
O 2.662 -3.119 -2.231 -0.267
O 2.073 1.091 -1.138 -0.254
O -2.165 2.270 0.939 -0.579
N -0.627 -0.640 2.910 -0.515
N 0.654 -0.450 1.058 -0.387
N -3.772 2.935 -1.657 -0.003
N 0.397 -1.591 -1.979 -0.112
N 3.237 -3.426 0.624 -0.385
C -5.702 2.884 -3.208 -0.652
C 4.077 0.632 -0.336 0.170
C 1.591 -1.065 -2.588 -1.531
C 3.468 -4.246 -2.663 -0.968
C 2.435 -2.155 -3.224 -0.868
C 3.876 -2.187 0.486 1.213
C 4.130 -1.731 -0.930 -0.122
C -2.937 -2.823 -0.003 -0.965
C -2.781 3.745 -0.942 -1.677
C -1.780 -0.940 -0.912 -1.351
C 2.187 2.450 -1.006 0.666
C -1.661 3.001 -0.241 0.802
C -1.982 -0.954 4.984 -0.917
C -1.339 1.124 1.306 -2.289
C 3.142 2.758 0.121 -1.521
C -2.854 -3.139 5.831 -0.783
C -0.591 1.121 4.401 -1.402
C -4.104 1.919 -4.666 -0.662
C -0.672 -0.330 4.310 0.328
C -4.920 3.678 -2.138 -0.699
C -0.331 -0.519 -1.331 0.317
C 5.219 -2.241 1.329 -1.823
C 0.679 2.827 -0.538 -1.640
H -2.202 -0.411 5.903 0.412
H 4.677 -2.461 -1.527 0.286
H -2.783 -4.197 5.580 0.225
H 3.538 -4.878 -1.778 0.228
H 1.265 -0.288 -3.280 0.520
H 4.232 0.580 0.742 0.163
H 1.552 0.728 -0.418 -0.300
H -3.883 -2.837 5.636 0.318
H -4.341 0.910 -4.330 0.283
H 0.265 -0.409 2.497 0.511
H -2.389 -0.214 -0.375 0.648
H 4.150 2.411 -0.103 0.290
H 3.754 -4.199 0.230 0.233
H -1.807 0.846 2.251 1.086
H -3.086 -3.875 0.237 0.271
H -0.194 2.547 -1.128 0.242
H -0.790 3.615 -0.011 0.138
H -2.693 -2.871 6.875 0.304
H 0.633 3.884 -0.276 0.437
H 1.950 -2.601 -4.092 0.463
H 3.365 -1.410 1.055 -0.148
H -5.916 1.857 -2.915 0.369
H 2.380 2.850 -2.001 0.517
H 3.443 -1.913 -3.561 0.393
H -0.482 0.327 -2.002 0.680
H 3.076 -4.950 -3.396 0.332
H -0.832 1.547 5.374 0.503
H 4.476 -3.884 -2.865 0.396
H -3.544 -2.729 -0.903 0.322
H 3.233 -1.722 -1.550 -0.544
H 0.296 -0.143 -0.523 0.108
H -2.804 -0.651 4.335 0.338
H -0.343 1.451 1.605 1.870
H 3.042 0.573 -0.672 -0.469
H 5.005 -2.372 2.390 0.412
H 3.001 -3.557 1.597 0.344
H -4.002 2.380 -0.845 0.178
H -4.700 4.621 -2.638 0.349
H 4.541 1.566 -0.653 0.078
H -6.712 3.292 -3.264 0.379
H -3.910 1.853 -5.737 0.306
H -2.465 4.431 -1.728 0.556
H -0.084 -2.033 -2.749 0.427
H -5.508 3.922 -1.253 0.459
H 0.388 1.511 4.123 0.204
H -1.275 1.570 3.681 0.462
H 0.210 -0.772 4.773 0.464
H -1.351 2.282 -0.999 -0.026
H 6.012 -1.542 1.067 0.291
H 3.219 3.817 0.367 0.542
H -1.191 0.047 2.430 -0.256
H -2.251 -1.091 -1.883 0.738
H 2.931 2.240 1.057 0.205
H 0.541 2.150 0.304 0.524
H 5.684 -3.203 1.112 0.479
H -3.201 4.459 -0.233 0.437
H -1.311 0.168 0.783 -0.064
H -3.470 -2.386 0.842 0.308
H 2.228 -0.494 -1.912 1.292
H -3.133 2.226 -4.277 0.235
```

The total charge is -1. The calculation puts the LUMO energy at 2.6 eV.

***

Entry 7:
Formula: C19H20N6S
Source: OMol25
Level of theory: the ωB97M-V functional and the def2-TZVPD basis

The geometry in XYZ format:
```
46
Properties=species:S:1:pos:R:3:nbo_charge:R:1
S 0.093 1.216 -6.340 0.380
N 3.402 0.115 1.469 -0.634
N 2.842 -2.053 1.611 -0.296
N 2.999 1.962 -0.712 -0.605
N 2.311 1.495 -3.832 -0.336
N 1.614 -2.640 1.945 -0.404
N 3.087 1.535 -2.761 -0.314
C -4.930 -3.123 3.631 -0.628
C 1.002 1.925 -3.599 0.122
C -0.001 1.953 -4.708 -0.194
C 2.397 2.206 0.591 -0.227
C -2.815 -3.554 2.440 -0.199
C 1.109 -0.600 2.136 -0.413
C 2.301 1.967 -1.828 0.319
C -1.482 -3.309 2.186 -0.177
C -3.106 -1.517 3.568 -0.191
C -0.907 -2.091 2.465 -0.117
C -1.404 1.995 -6.794 -0.391
C 2.460 -0.848 1.693 0.325
C -0.986 2.814 -4.610 -0.238
C 3.199 1.582 1.663 -0.221
C 0.918 2.207 -2.276 -0.386
C -3.612 -2.722 3.177 -0.035
C -1.858 2.857 -5.801 -0.241
C 0.503 -1.795 2.167 0.233
C -1.739 -1.215 3.254 -0.163
H -2.686 3.585 -5.967 0.229
H -1.860 1.899 -7.720 0.231
H -3.275 -4.561 2.167 0.209
H -3.642 -0.855 4.216 0.213
H 2.803 1.789 2.666 0.203
H 2.337 3.288 0.758 0.193
H 2.639 1.306 -4.765 0.398
H 4.353 -0.324 1.385 0.406
H 3.774 1.233 -0.680 0.412
H 0.471 0.307 2.130 0.222
H 0.087 2.534 -1.618 0.238
H 1.402 -3.630 1.754 0.389
H -5.197 -4.073 3.184 0.212
H -1.173 3.404 -3.756 0.225
H -5.734 -2.472 3.330 0.222
H 4.198 2.103 1.673 0.209
H -1.294 -0.333 3.674 0.212
H -5.007 -3.359 4.642 0.224
H -0.950 -4.013 1.520 0.207
H 1.355 1.809 0.671 0.177
```

Its SMILES is Cc1ccc(-c2cc(NCCNc3cc(-c4cccs4)[nH]n3)n[nH]2)cc1. The total charge is 0. The calculation puts the LUMO energy at 0.7 eV.

***

Entry 8:
Formula: H3N2O2
Source: OMol25
Level of theory: the ωB97M-V functional and the def2-TZVPD basis

The geometry in XYZ format:
```
7
Properties=species:S:1:pos:R:3:nbo_charge:R:1
O 1.841 0.282 -0.340 -0.983
O -1.594 -0.735 -0.307 -0.124
N -0.849 -1.641 0.198 -0.445
N -1.405 0.617 -0.120 -0.636
H -0.646 0.941 0.506 0.241
H 1.144 -0.425 -0.242 0.491
H 1.510 0.961 0.306 0.456
```

The total charge is -1. The calculation puts the LUMO energy (alpha / beta) at 4.9 / 4.9 eV.

***

Entry 9:
Formula: C23H29N2O5S2
Source: OMol25
Level of theory: the ωB97M-V functional and the def2-TZVPD basis

The geometry in XYZ format:
```
61
Properties=species:S:1:pos:R:3:nbo_charge:R:1
S -2.177 2.790 -2.067 0.398
S -0.076 -0.232 -3.029 0.232
O 4.012 0.286 -0.538 -0.619
O 0.164 -2.611 -0.110 -0.648
O -4.371 -3.582 0.147 -0.546
O -3.182 -1.995 1.182 -0.699
O 4.522 1.031 1.529 -0.474
N 1.794 -0.797 0.104 -0.579
N -1.641 -1.483 -0.859 -0.415
C 1.094 0.219 4.404 -0.257
C -0.620 -0.603 2.950 -0.277
C -1.890 0.067 -2.762 -0.362
C 0.667 -0.712 3.463 0.056
C 6.888 0.582 1.126 -0.637
C -2.685 1.850 -4.398 -0.220
C 2.851 -1.245 2.317 -0.404
C -2.274 1.439 -3.165 -0.228
C 0.257 1.242 4.813 -0.177
C -2.931 3.238 -4.465 -0.238
C -1.458 0.422 3.357 -0.198
C 5.773 1.613 1.102 -0.078
C 1.589 -1.805 2.990 -0.457
C -2.425 -2.696 -0.955 -0.339
C 2.516 -0.204 1.245 -0.146
C -1.019 1.351 4.284 -0.215
C -2.700 3.872 -3.290 -0.391
C 3.797 0.412 0.647 0.809
C 0.471 -0.266 -0.288 -0.160
C 0.557 0.611 -1.540 -0.574
C -0.385 -1.564 -0.445 0.724
C -3.449 -2.824 0.169 0.776
C -2.253 -0.256 -1.307 -0.227
H -0.982 -1.340 2.248 0.216
H 1.905 -2.410 3.842 0.243
H 1.595 0.860 -1.765 0.260
H 6.980 0.144 2.117 0.220
H 2.082 0.135 4.831 0.215
H -1.751 -3.557 -0.882 0.281
H -3.820 -2.123 1.904 0.515
H -3.269 3.740 -5.353 0.240
H -1.956 0.569 -0.656 0.216
H -2.944 -2.747 -1.915 0.243
H 0.053 0.293 0.558 0.262
H 1.051 -2.466 2.308 0.221
H 0.598 1.952 5.550 0.225
H 5.644 2.022 0.096 0.206
H 7.825 1.065 0.869 0.238
H 3.477 -0.753 3.061 0.243
H 5.958 2.417 1.815 0.208
H 0.006 1.545 -1.427 0.250
H 1.556 -1.838 0.243 0.478
H 1.921 0.593 1.702 0.256
H -2.803 4.912 -3.052 0.249
H -2.345 -0.652 -3.446 0.253
H -3.337 -0.362 -1.228 0.245
H 2.471 -0.717 -0.692 0.468
H 6.694 -0.207 0.403 0.221
H -1.672 2.148 4.604 0.226
H 3.429 -2.060 1.877 0.226
H -2.456 0.490 2.949 0.216
H -2.810 1.182 -5.231 0.232
```

Its SMILES is CCOC(=O)[C@H](CCc1ccccc1)[NH2+][C@H]1CS[C@H](c2cccs2)CN(CC(=O)O)C1=O. The total charge is +1. The calculation puts the LUMO energy at -2.1 eV.

***

Entry 10:
Formula: C3H8O2S2
Source: OMol25
Level of theory: the ωB97M-V functional and the def2-TZVPD basis

The geometry in XYZ format:
```
15
Properties=species:S:1:pos:R:3:nbo_charge:R:1
S 2.249 -1.497 -0.379 0.097
S 2.544 0.354 -1.315 -0.163
O -0.719 1.320 -1.845 -0.964
O -2.326 0.873 0.615 -0.553
C 0.952 -1.010 0.889 -0.529
C -0.452 -0.824 0.566 -0.588
C -1.191 0.460 0.970 0.464
H -0.524 -0.837 -0.646 0.280
H -0.638 0.951 1.873 0.104
H -1.107 -1.641 0.867 0.263
H 1.245 -0.287 1.623 0.222
H -1.499 1.433 -1.292 0.488
H -0.860 1.872 -2.620 0.480
H 0.984 -1.996 1.490 0.236
H 1.341 0.827 -0.796 0.161
```

Its SMILES is O=CCCSS.O. The total charge is 0. The calculation puts the LUMO energy at 0.2 eV.

***

Entry 11:
Formula: C5H12N2O
Source: OMol25
Level of theory: the ωB97M-V functional and the def2-TZVPD basis

The geometry in XYZ format:
```
20
Properties=species:S:1:pos:R:3:nbo_charge:R:1
O 2.559 0.972 2.767 -0.664
N 1.292 0.664 0.920 -0.630
N 0.332 0.658 3.017 -0.858
C 0.110 0.649 -1.229 -0.401
C -0.012 0.536 0.287 -0.234
C -0.305 -0.666 -1.991 -0.391
C -1.520 -1.473 -1.587 -0.620
C 1.466 0.768 2.261 0.774
H 0.537 -1.349 -1.754 0.185
H -0.411 -0.458 0.504 0.180
H -0.571 1.388 -1.647 0.206
H 0.476 0.706 4.018 0.413
H -0.730 1.271 0.632 0.197
H -0.152 -0.513 -3.055 0.210
H -0.563 0.428 2.635 0.391
H 2.070 0.589 0.295 0.407
H -1.748 -2.265 -2.282 0.222
H -1.479 -1.857 -0.567 0.204
H 1.098 0.836 -1.639 0.211
H -2.451 -0.883 -1.587 0.197
```

Its SMILES is CCCCNC(N)=O. The total charge is 0. The calculation puts the LUMO energy at 0.8 eV.

***

Entry 12:
Formula: C2H5NO2
Source: OMol25
Level of theory: the ωB97M-V functional and the def2-TZVPD basis

The geometry in XYZ format:
```
10
Properties=species:S:1:pos:R:3:nbo_charge:R:1
O -1.256 -0.859 0.179 -0.530
O 2.081 -0.235 0.032 -0.623
N -0.212 -0.405 -0.340 -0.141
C -0.129 1.095 -0.023 -0.514
C 1.011 -0.981 -0.098 0.482
H -0.186 1.038 1.145 0.203
H -2.119 -0.721 -0.382 0.476
H 0.825 -2.125 0.115 0.150
H 1.019 1.505 -0.126 0.286
H -1.035 1.688 -0.502 0.211
```

Its SMILES is CN(O)C=O. The total charge is 0. The calculation puts the LUMO energy at 0.4 eV.

***

Relative energy (zero: lowest compared OMol25 entry of this formula, charge and spin) values (in kcal/mol) by entry order: 48.13 57.89 36.57 59.47 41.94 559.05 0.00 17.25 1.91 52.92 15.63 104.44.
DFT total energy values (in eV) by entry order: -7301.59089 -7829.80954 -8462.76817 -12515.04113 -56768.60367 -52718.81594 -39800.03082 -7118.64284 -59205.53270 -29004.55367 -10407.74625 -7736.22238.